No. 1
ORCA calculation (ωB97M-V with the def2-TZVPD basis set) on C64H79N4O2PPb as an isolated structure.

```
151
Properties=species:S:1:pos:R:3
Pb -0.25943 -1.12790 1.16543
C 2.29149 -1.91872 4.09074
N 2.61132 -2.23300 2.71045
C 3.24725 -3.53217 2.63960
C 3.39332 -1.19086 2.06111
C 3.31294 -1.31041 0.54610
N 2.09230 -0.83947 -0.14591
C 2.10643 0.61724 -0.42794
C 2.18646 1.68814 0.65861
C 2.95958 2.79331 0.33729
C 3.07765 3.91272 1.16074
C 2.32285 3.90649 2.32598
C 1.50647 2.84521 2.70616
C 1.47277 1.67354 1.89717
O 0.92986 0.58789 2.34110
C 0.81507 2.90394 4.08291
C 1.82948 2.44325 5.14219
C -0.44440 2.03020 4.20771
C 0.36841 4.33115 4.43124
C 4.02447 5.05334 0.78764
C 5.45244 4.50899 0.63098
C 4.05676 6.15199 1.85150
C 3.59153 5.68937 -0.53800
C 2.10693 -1.54427 -1.46626
C 0.85365 -1.79668 -2.27189
C 0.87096 -1.58501 -3.64508
C -0.16245 -2.01651 -4.47730
C -1.25450 -2.61825 -3.84871
C -1.31157 -2.88649 -2.48942
C -0.19133 -2.54804 -1.67954
O -0.09417 -2.91823 -0.43951
C -2.51277 -3.59888 -1.86442
C -3.03749 -2.80997 -0.65149
C -2.10451 -5.00628 -1.40298
C -3.67160 -3.74238 -2.85628
C -0.08111 -1.88285 -6.00281
C -0.23423 -0.42465 -6.44630
C 1.27496 -2.40536 -6.49870
C -1.17225 -2.69729 -6.70471
H 3.19326 -1.91983 4.73373
H 1.58939 -2.66171 4.47178
H 1.82103 -0.93985 4.13606
H 4.26478 -3.50745 3.07818
H 3.32548 -3.88686 1.61163
H 2.64981 -4.26310 3.18229
H 4.46212 -1.26127 2.34613
H 3.02624 -0.23174 2.39799
H 3.38554 -2.37428 0.32854
H 4.19433 -0.83213 0.08478
H 1.19759 0.80348 -1.00310
H 2.96296 0.80594 -1.09802
H 3.50398 2.76841 -0.60392
H 2.39065 4.75679 2.98923
H 2.16501 1.42869 4.92115
H 1.37817 2.44845 6.13995
H 2.70461 3.09831 5.15089
H -0.20010 0.97546 4.24485
H -1.12083 2.17879 3.36342
H -0.97248 2.30244 5.12759
H 1.19195 5.04405 4.47820
H -0.10983 4.32387 5.41450
H -0.36306 4.69137 3.70883
H 5.79517 4.07023 1.57031
H 6.14385 5.30876 0.34584
H 5.49441 3.73217 -0.13270
H 4.34399 5.75524 2.82690
H 3.08486 6.63931 1.95281
H 4.78778 6.91425 1.56714
H 3.65136 4.96819 -1.35306
H 4.23010 6.54384 -0.78727
H 2.55745 6.03219 -0.47288
H 2.52218 -2.53448 -1.26620
H 2.82711 -1.02092 -2.11732
H 1.73518 -1.07688 -4.07003
H -2.09575 -2.91350 -4.45766
H -2.35773 -2.90687 0.19255
H -4.00946 -3.20565 -0.34094
H -3.14745 -1.74955 -0.88914
H -1.28312 -4.94814 -0.69180
H -1.79217 -5.61497 -2.25699
H -2.95126 -5.50136 -0.91734
H -4.01355 -2.76764 -3.21467
H -4.50921 -4.22966 -2.35073
H -3.40218 -4.35831 -3.71832
H 0.53465 0.20040 -6.00073
H -1.20274 -0.03068 -6.13845
H -0.15639 -0.33708 -7.53548
H 2.10254 -1.83125 -6.08146
H 1.33484 -2.34097 -7.58972
H 1.41111 -3.44724 -6.20226
H -2.16740 -2.30366 -6.49010
H -1.14604 -3.74403 -6.39696
H -1.02238 -2.65087 -7.78713
C -4.36354 -2.04916 5.30000
C -4.12662 -3.39011 5.00365
C -2.99518 -3.78747 4.31679
C -2.01784 -2.85210 3.88781
C -2.28490 -1.49614 4.19706
C -3.42553 -1.11180 4.87770
N -0.92711 -3.16598 3.14335
C -0.30605 -4.36801 3.28350
C -0.13824 -5.03776 4.52109
C 0.58189 -6.21635 4.61681
C 1.16772 -6.79670 3.49491
C 1.01469 -6.15014 2.26928
C 0.30802 -4.96796 2.15943
H -5.25239 -1.74613 5.83993
H -4.85220 -4.14126 5.30211
H -2.84871 -4.83410 4.07695
H -1.55983 -0.74987 3.89238
H -3.58005 -0.05884 5.09068
H -0.57307 -4.59919 5.41218
H 0.69631 -6.68820 5.58831
H 1.72285 -7.72411 3.57200
H 1.46317 -6.57801 1.37779
H 0.20742 -4.47016 1.20169
N -1.18243 0.54921 -0.26223
P -1.69006 1.59894 -1.22961
C -2.54501 3.10316 -0.57499
C -3.43287 3.85177 -1.34595
C -3.84210 5.11032 -0.93211
C -3.35291 5.64396 0.25342
C -2.47669 4.90300 1.03268
C -2.08147 3.63335 0.62478
C -0.47946 2.49030 -2.31953
C 0.30642 1.73815 -3.19325
C 1.32920 2.32891 -3.92154
C 1.57160 3.69094 -3.81292
C 0.80098 4.44866 -2.94636
C -0.19723 3.84973 -2.19134
C -2.99169 0.97139 -2.38295
C -4.16333 0.55765 -1.73984
C -5.18470 -0.06296 -2.43699
C -5.04945 -0.29752 -3.80109
C -3.89150 0.09807 -4.44942
C -2.87081 0.73009 -3.74520
H -3.79827 3.44983 -2.28360
H -4.53125 5.68334 -1.54164
H -3.64977 6.63880 0.56385
H -2.08259 5.32147 1.94929
H -1.37245 3.05463 1.21037
H 0.15815 0.66568 -3.25354
H 1.95460 1.72503 -4.56654
H 2.36831 4.15234 -4.38485
H 0.98296 5.51049 -2.84196
H -0.75643 4.46426 -1.49862
H -4.25320 0.70765 -0.66930
H -6.08047 -0.38012 -1.91681
H -5.83656 -0.80129 -4.34958
H -3.77400 -0.09155 -5.50985
H -1.98012 1.04004 -4.27651
```

Multiplicity = 1
ΔE to the lowest compared entry with this formula, charge and spin = 0.0 kcal/mol
LUMO energy = 3.9 eV
Frontier orbital gap = 5.2 eV
HOMO energy = -1.34 eV
Total charge = -2

***

No. 2
ORCA calculation (ωB97M-V with the def2-TZVPD basis set) on a 13-piece molecular cluster, C64H86N6O19 overall in a non-equilibrium geometry.

```
175
Properties=species:S:1:pos:R:3
C 14.30692 18.91720 12.16919
C 13.25116 19.63406 11.72571
C 12.59782 19.26134 10.53561
C 13.03710 18.14280 9.80196
C 14.19078 17.40116 10.26357
C 14.81052 17.78096 11.47681
N 12.46674 17.72412 8.47761
O 11.58260 18.41020 7.99776
O 12.91268 16.76106 7.89904
H 14.73662 19.21052 13.11562
H 12.97228 20.48492 12.32959
H 11.76214 19.86506 10.21379
H 14.64450 16.56205 9.75719
H 15.72190 17.29957 11.79935
C 15.34670 8.23796 14.79398
C 14.66584 8.83435 15.86132
C 15.03792 10.09192 16.32519
C 16.09296 10.74890 15.81208
C 16.76790 10.16610 14.71495
C 16.37948 8.93914 14.15255
N 16.49978 12.11840 16.29702
O 17.60574 12.54284 15.96830
O 15.82502 12.75376 17.06231
H 15.10032 7.33588 14.25365
H 13.79462 8.45748 16.37647
H 14.47692 10.56950 17.11488
H 17.56737 10.71836 14.24352
H 16.86878 8.38590 13.36459
C 8.12176 20.73840 15.38283
C 8.46024 20.41794 16.65079
C 9.73414 20.70050 17.11461
C 10.74550 21.17756 16.26002
C 10.33854 21.46272 14.95592
C 9.04708 21.23966 14.50050
N 12.12248 21.47132 16.75506
O 12.96618 21.81424 15.95530
O 12.50560 21.30530 17.90820
H 7.15448 20.38254 15.06012
H 7.75172 20.00022 17.35074
H 9.92808 20.31938 18.10635
H 11.01494 22.00766 14.31412
H 8.75722 21.47714 13.48759
C 11.80704 11.32262 15.78276
C 12.42888 12.46694 16.23895
C 12.36700 12.75330 17.59719
C 11.66142 11.90688 18.48506
C 11.04982 10.75348 17.95539
C 11.17894 10.40830 16.60865
N 11.56068 12.14922 19.89644
O 12.18130 13.06920 20.44132
O 10.82242 11.41616 20.56767
H 11.91280 11.07956 14.73579
H 12.92112 13.10864 15.52319
H 12.98602 13.53184 18.01801
H 10.52876 10.07980 18.61950
H 10.73784 9.53370 16.15376
C 15.69134 15.40620 20.63814
C 15.18232 14.18212 20.20155
C 15.51732 13.02308 20.85403
C 16.32703 13.07694 22.02255
C 16.80786 14.31852 22.44304
C 16.49338 15.49514 21.76350
N 16.79353 11.84242 22.70523
O 16.46122 10.76178 22.25347
O 17.50862 11.94034 23.69712
H 15.37914 16.29550 20.11083
H 14.46190 14.23514 19.39869
H 15.27352 12.04854 20.45749
H 17.41812 14.39210 23.33104
H 16.99852 16.40422 22.05467
C 18.80692 13.14944 10.10779
C 19.04096 14.44636 10.65598
C 18.14332 14.93588 11.61547
C 17.15445 14.05236 12.12873
C 16.90472 12.80536 11.52898
C 17.75327 12.35074 10.52785
N 16.41108 14.46074 13.36663
O 16.56098 15.64108 13.75052
O 15.62092 13.68344 13.83239
H 19.52762 12.78498 9.39074
H 19.86178 15.06860 10.33123
H 18.43732 15.83614 12.13460
H 16.12812 12.17078 11.92975
H 17.55308 11.43974 9.98343
C 17.03058 19.02536 20.44335
C 16.35982 18.65002 19.14658
C 16.71328 19.78072 18.14655
O 17.27722 20.83110 18.98457
C 17.92236 20.24960 20.11449
H 17.63300 18.20414 20.83169
H 16.11442 19.15554 21.01936
H 15.27554 18.74880 19.09487
H 16.59866 17.66459 18.74659
H 15.85094 20.12924 17.57823
H 17.52254 19.47506 17.48338
H 17.98970 20.97218 20.92777
H 18.95780 20.00872 19.87377
C 18.85110 19.33691 12.74436
C 19.72045 20.33092 13.44176
C 19.32936 20.27336 14.88959
O 17.97070 19.80568 14.88971
C 17.81063 18.86718 13.85638
H 19.44380 18.49918 12.37693
H 18.38516 19.69786 11.82746
H 19.53623 21.31902 13.02008
H 20.77732 20.06836 13.39522
H 19.45917 21.20938 15.43283
H 19.95534 19.51210 15.35514
H 16.81074 18.80390 13.42704
H 17.96478 17.84517 14.20253
C 10.44478 15.25816 18.88878
C 9.59508 16.45996 19.39878
C 8.56422 16.59110 18.28794
O 9.17641 16.13830 17.08613
C 9.93272 14.99428 17.49513
H 10.27614 14.43874 19.58750
H 11.46620 15.62190 18.77696
H 10.21560 17.35498 19.44323
H 9.19495 16.27401 20.39549
H 8.17994 17.60208 18.15251
H 7.62546 16.06955 18.47450
H 10.68242 14.77076 16.73613
H 9.19538 14.19156 17.50242
C 19.61731 15.02468 17.65269
C 20.52607 16.01360 18.37825
C 19.81782 17.35212 18.48063
O 18.62778 17.15590 17.71458
C 18.24935 15.76022 17.56590
H 19.59024 14.12910 18.27344
H 19.89440 14.73942 16.63783
H 21.46346 16.12044 17.83233
H 20.67312 15.60824 19.37933
H 20.43319 18.22244 18.25263
H 19.48286 17.57168 19.49438
H 17.67374 15.60816 16.65285
H 17.59632 15.51738 18.40416
C 12.64992 17.56274 21.07840
C 11.62904 17.30054 22.15348
C 10.82094 18.58706 22.30982
O 11.54626 19.53042 21.51697
C 12.33018 18.88472 20.52963
H 12.70934 16.81836 20.28437
H 13.66182 17.60184 21.48167
H 12.07408 17.15442 23.13769
H 11.00786 16.41680 22.00770
H 10.77890 18.94173 23.33965
H 9.79393 18.53189 21.94878
H 13.16674 19.56848 20.38564
H 11.81158 18.89708 19.57099
C 12.70982 14.41358 11.59364
C 12.65462 15.33122 12.79779
C 11.39222 14.72480 13.48416
O 11.59548 13.36310 13.28743
C 12.34016 13.03672 12.13289
H 13.73548 14.32834 11.23467
H 12.10878 14.70398 10.73195
H 12.40928 16.37968 12.62850
H 13.49286 15.27634 13.49238
H 10.41784 14.93616 13.04370
H 11.32502 15.01722 14.53206
H 11.74120 12.46618 11.42308
H 13.29800 12.59796 12.41241
C 14.71004 17.34418 15.63465
C 13.32020 17.82422 15.56102
C 12.80814 17.19724 16.87005
O 13.33908 15.89528 16.93139
C 14.57258 15.89120 16.26184
H 15.27128 17.92460 16.36692
H 15.14080 17.36225 14.63354
H 12.88880 17.32870 14.69128
H 13.18284 18.89720 15.42706
H 11.74154 17.09194 17.06843
H 13.11272 17.78204 17.73800
H 14.76272 15.08166 15.55714
H 15.34112 15.65134 16.99663
```

Multiplicity = 1
LUMO energy = -1.3 eV
Frontier orbital gap = 7.7 eV
HOMO energy = -8.99 eV